Entry from the OMol25 dataset: the ion C12H18ClN2S with charge +1 (ωB97M-V/def2-TZVPD).

CARTESIAN COORDINATES (ANGSTROEM)
Cl -5.223 0.094 1.988
C -3.939 -0.195 0.879
C -3.931 0.450 -0.352
C -2.901 0.216 -1.243
C -1.870 -0.641 -0.889
S -0.539 -0.978 -2.034
C 0.067 0.735 -2.373
C 1.499 0.869 -1.855
N 1.601 0.276 -0.509
C 1.138 1.153 0.584
C 0.880 0.279 1.829
N 1.447 -1.033 1.567
C 2.853 -0.923 1.222
C 2.930 -0.277 -0.179
C -1.882 -1.300 0.332
C -2.920 -1.078 1.217
H -4.736 1.116 -0.617
H -2.910 0.693 -2.212
H -0.617 1.430 -1.892
H 0.045 0.902 -3.448
H 2.171 0.322 -2.519
H 1.810 1.916 -1.829
H 0.935 -0.545 -0.538
H 1.909 1.902 0.773
H 0.225 1.663 0.279
H -0.192 0.156 1.997
H 1.314 0.766 2.714
H 1.310 -1.648 2.359
H 3.293 -1.920 1.198
H 3.416 -0.320 1.949
H 3.670 0.524 -0.210
H 3.185 -1.022 -0.934
H -1.091 -1.991 0.581
H -2.946 -1.589 2.166

Calculated values
Structure (SMILES): Clc1ccc(SCC[NH+]2CCNCC2)cc1
Lowest unoccupied orbital energy, Ha: -0.087
Charge: +1
Calculated total energy, eV: -39067.904
Orbital gap, eV: 9.5